*one*
Formula: H11O6
Source: OMol25
Level of theory: ωB97M-V/def2-TZVPD

Each line ends with the Mulliken charge.
Atoms and positions in Å:
O: -1.463 -1.839 1.562  -0.712
O: 0.513 0.492 -0.365  -1.093
O: 1.289 2.347 -2.714  -0.682
O: -0.880 -1.809 -1.359  -0.714
O: -2.747 0.176 3.010  -0.685
O: 3.176 0.516 -0.124  -0.706
H: 0.175 1.051 0.448  0.167
H: 1.921 2.856 -2.238  0.269
H: 3.228 1.306 -0.767  0.273
H: -2.371 -0.683 2.674  0.426
H: -1.276 -1.525 0.670  0.313
H: -0.582 -1.876 1.986  0.350
H: 2.154 0.545 -0.113  0.423
H: 0.840 1.721 -2.070  0.390
H: -0.267 -0.987 -1.028  0.423
H: -0.341 -2.237 -1.934  0.266
H: -2.583 0.775 2.296  0.291

Molecular weight (g mol⁻¹): 107.08
Charge: -1
LUMO (eV): 3.86
2S+1: 1

=====

*two*
Formula: H11O6
Source: OMol25
Level of theory: ωB97M-V/def2-TZVPD

Each line ends with the Mulliken charge.
Atoms and positions in Å:
O: 0.025 0.992 -2.797  -0.727
O: -2.705 1.038 -0.923  -0.719
O: -0.159 -0.425 1.507  -0.797
O: -0.527 -0.783 -0.978  -1.082
O: -1.775 -1.943 3.182  -0.682
O: 5.066 1.100 0.282  -0.661
H: -2.076 0.307 -0.717  0.428
H: 4.160 1.121 0.642  0.338
H: -2.307 1.344 -1.753  0.320
H: -0.015 0.525 1.563  0.264
H: -1.180 -1.489 -0.936  0.191
H: 0.335 1.692 -2.214  0.271
H: -0.321 -0.523 0.461  0.413
H: -1.082 -1.398 2.749  0.442
H: -0.143 0.239 -2.139  0.399
H: -2.343 -2.183 2.432  0.278
H: 5.046 0.386 -0.363  0.323

Molecular weight (g mol⁻¹): 107.08
Charge: -1
LUMO (eV): 3.26
2S+1: 1

=====

Which one is the least stable? From the structures above, *one*.